The following is a quantum chemistry calculation of C4H12NOSi as an isolated structure, from the OMol25 dataset.

CARTESIAN COORDINATES (ANGSTROEM)
C (-2.563, 0.679, 0.798)
C (1.836, -0.504, 1.110)
C (0.287, 1.419, -0.676)
C (1.009, -1.448, -1.483)
N (-2.104, -0.400, -0.021)
O (-0.947, -1.022, 0.831)
Si (0.322, -0.420, 0.018)
H (-3.416, 0.252, 1.337)
H (-1.953, 1.277, 1.467)
H (-2.999, 1.413, 0.116)
H (2.558, 0.312, 0.896)
H (1.516, -0.189, 2.051)
H (2.258, -1.500, 1.196)
H (1.056, 1.422, -1.392)
H (-0.670, 1.685, -1.113)
H (0.419, 2.235, 0.023)
H (2.017, -1.146, -1.740)
H (1.087, -2.513, -1.068)
H (0.285, -1.551, -2.349)

Computed properties:
E   -579.05123 Ha
LUMO energy   4.055 eV
Kohn-Sham gap   5.8 eV
Highest occupied orbital energy   -1.7 eV
Relative energy (zero: lowest compared OMol25 entry of this formula, charge and spin)   2.118 eV
Charge   -1


The following is a quantum chemistry calculation of an isolated ion of composition C4H12NOSi and charge +1, from the OMol25 dataset.

CARTESIAN COORDINATES (ANGSTROEM)
C (-0.821, -1.115, 1.591)
Si (-0.367, 0.387, 0.526)
C (-0.568, 2.284, 0.520)
C (-1.397, -0.244, -1.014)
O (-0.924, -1.073, -1.750)
C (1.376, 0.080, -0.185)
N (1.483, -1.073, -1.119)
H (-1.306, -1.885, 0.908)
H (0.098, -1.624, 1.995)
H (-1.513, -0.789, 2.433)
H (0.361, 2.928, 0.533)
H (-1.048, 2.529, -0.540)
H (-1.339, 2.587, 1.209)
H (-2.300, 0.213, -1.380)
H (1.786, 1.013, -0.653)
H (2.179, -0.011, 0.682)
H (2.186, -0.864, -1.767)
H (1.727, -1.857, -0.585)
H (0.388, -1.486, -1.405)

Computed properties:
E   -578.79731 Ha
LUMO energy   -3.610 eV
Kohn-Sham gap   10.0 eV
Highest occupied orbital energy   -13.7 eV
Relative energy (zero: lowest compared OMol25 entry of this formula, charge and spin)   1.521 eV
Charge   +1